Molecular formula: C54H128F4N8O12S4
Method: DFT, ωB97M-V with the def2-TZVPD basis set

Each line ends with the Mulliken charge.
Cartesian coordinates (Å):
C1 -3.648 3.177 -2.231  0.45
C2 -5.103 3.023 -1.758  -1.40
N1 -5.375 3.370 -0.306  0.45
C3 -4.414 2.556 0.555  -1.51
C4 -5.006 4.842 -0.059  0.14
C5 -5.848 5.814 -0.889  -1.33
C6 -6.845 3.055 -0.002  -0.72
C7 -7.190 2.964 1.467  -0.90
O1 -7.039 4.205 2.089  -0.25
C8 -7.787 4.285 3.304  -0.85
H1 -3.197 4.142 -2.003  -0.11
H2 -3.398 2.841 -3.233  0.04
H3 -3.124 2.496 -1.553  -0.03
H4 -5.352 1.964 -1.814  0.54
H5 -5.725 3.619 -2.424  0.42
H6 -3.413 2.873 0.284  0.33
H7 -4.560 1.495 0.368  0.72
H8 -4.632 2.790 1.593  0.63
H9 -3.936 4.892 -0.248  0.12
H10 -5.127 4.863 1.023  0.61
H11 -5.668 6.856 -0.612  0.44
H12 -6.916 5.766 -0.688  0.32
H13 -5.567 5.709 -1.935  0.24
H14 -6.992 2.143 -0.579  0.42
H15 -7.364 3.821 -0.575  0.53
H16 -6.525 2.216 1.910  0.42
H17 -8.202 2.548 1.493  0.55
H18 -8.838 4.369 3.011  0.34
H19 -7.516 5.194 3.834  0.26
H20 -7.674 3.419 3.957  0.33
C9 -5.568 -0.154 -4.639  -1.53
C10 -4.213 0.358 -5.102  0.78
N2 -3.464 -0.605 -6.033  1.01
C11 -3.718 -2.025 -5.582  -1.27
C12 -4.121 -0.438 -7.401  -0.41
C13 -3.525 -1.387 -8.440  -1.24
C14 -1.985 -0.372 -5.898  -1.41
C15 -1.525 1.069 -5.677  0.36
O2 -2.141 1.885 -6.667  -0.37
C16 -1.687 3.222 -6.656  -0.80
H21 -5.542 -1.090 -4.080  0.33
H22 -6.294 -0.308 -5.440  0.40
H23 -6.026 0.561 -3.955  0.33
H24 -3.601 0.467 -4.206  -0.56
H25 -4.322 1.338 -5.557  0.21
H26 -4.757 -2.322 -5.680  0.37
H27 -3.521 -2.037 -4.509  0.42
H28 -3.018 -2.639 -6.136  0.49
H29 -3.986 0.602 -7.689  0.38
H30 -5.188 -0.613 -7.291  0.38
H31 -4.114 -1.196 -9.342  0.45
H32 -3.756 -2.443 -8.315  0.35
H33 -2.469 -1.189 -8.593  0.33
H34 -1.444 -0.762 -6.760  0.37
H35 -1.669 -0.987 -5.056  0.52
H36 -0.436 1.117 -5.713  0.86
H37 -1.924 1.352 -4.700  -0.58
H38 -2.125 3.748 -7.505  0.40
H39 -0.613 3.392 -6.800  0.36
H40 -1.956 3.732 -5.728  0.13
C17 5.348 -1.133 0.398  -1.31
C18 4.876 -0.367 -0.832  -0.43
N3 4.031 0.852 -0.518  1.05
C19 2.943 0.550 0.479  -1.52
C20 4.937 1.913 0.104  -0.80
C21 4.176 3.173 0.534  -0.75
C22 3.253 1.275 -1.745  1.50
C23 4.100 1.661 -2.938  -0.79
O3 4.554 0.606 -3.720  -0.40
C24 3.624 -0.014 -4.572  -0.48
H41 4.489 -1.412 1.002  0.30
H42 6.020 -0.497 0.978  0.37
H43 5.944 -1.989 0.090  0.43
H44 4.260 -1.093 -1.365  0.30
H45 5.693 -0.082 -1.491  0.47
H46 3.297 0.308 1.479  0.33
H47 2.454 -0.361 0.131  0.81
H48 2.203 1.342 0.475  0.17
H49 5.657 2.180 -0.663  0.43
H50 5.316 1.467 1.017  0.42
H51 4.002 3.843 -0.305  0.12
H52 4.861 3.665 1.229  0.51
H53 3.305 3.000 1.161  0.29
H54 2.618 2.131 -1.519  -1.44
H55 2.667 0.416 -2.068  0.19
H56 4.922 2.319 -2.633  0.42
H57 3.523 2.394 -3.521  0.12
H58 4.181 -0.793 -5.085  0.35
H59 3.184 0.716 -5.262  0.21
H60 2.746 -0.477 -4.102  0.13
C25 2.015 4.757 7.632  -1.24
C26 2.400 5.764 6.552  -0.37
N4 2.851 5.091 5.257  0.10
C27 1.704 4.285 4.719  -1.19
C28 3.202 6.212 4.283  -0.54
C29 3.410 5.779 2.828  -0.79
C30 4.017 4.132 5.463  -0.72
C31 5.155 4.656 6.321  -0.83
O4 5.580 5.944 5.936  -0.29
C32 6.838 6.294 6.521  -0.83
H61 2.731 3.952 7.777  0.28
H62 1.026 4.358 7.417  0.37
H63 1.918 5.240 8.604  0.41
H64 3.252 6.383 6.831  0.46
H65 1.546 6.380 6.280  0.49
H66 1.233 3.632 5.447  0.38
H67 1.990 3.795 3.795  0.39
H68 0.871 4.959 4.497  0.45
H69 4.003 6.814 4.705  0.43
H70 2.327 6.860 4.368  0.50
H71 2.525 5.314 2.400  0.00
H72 4.214 5.044 2.840  0.13
H73 3.710 6.616 2.203  0.55
H74 4.386 3.849 4.482  0.45
H75 3.571 3.266 5.945  0.55
H76 5.942 3.908 6.152  0.56
H77 5.031 4.576 7.406  0.39
H78 7.113 7.184 5.952  0.27
H79 7.614 5.564 6.287  0.35
H80 6.717 6.565 7.569  0.32
C33 -3.164 7.151 -6.089  -1.37
C34 -2.836 7.016 -4.609  0.31
C35 -1.574 7.840 -4.246  0.36
C36 -1.094 7.686 -2.810  -0.48
N5 -0.105 8.781 -2.446  0.72
C37 -0.852 10.025 -2.009  -0.55
C38 -1.251 9.819 -0.512  -0.80
C39 -0.331 8.700 -0.038  -0.61
C40 0.641 8.369 -1.163  -0.51
C41 0.898 9.118 -3.527  -1.72
C42 1.767 7.987 -3.993  1.40
C43 2.971 8.500 -4.809  -1.72
H81 -2.248 7.189 -6.693  0.13
H82 -3.670 8.067 -6.397  0.39
H83 -3.676 6.257 -6.446  0.43
H84 -2.506 5.974 -4.532  -0.45
H85 -3.734 7.093 -3.997  0.44
H86 -1.884 8.891 -4.308  0.45
H87 -0.816 7.661 -5.002  -0.77
H88 -0.534 6.757 -2.708  -0.30
H89 -1.908 7.679 -2.089  0.71
H90 -0.227 10.908 -2.095  0.57
H91 -1.779 10.080 -2.574  0.22
H92 -1.084 10.746 0.027  0.41
H93 -2.236 9.386 -0.361  0.34
H94 0.308 8.995 0.797  0.58
H95 -0.861 7.805 0.286  0.08
H96 1.453 9.098 -1.161  0.52
H97 1.021 7.352 -1.175  0.20
H98 1.470 9.953 -3.106  0.74
H99 0.409 9.690 -4.321  0.56
H100 1.169 7.321 -4.617  -0.76
H101 2.074 7.371 -3.147  0.31
H102 3.277 7.819 -5.603  0.33
H103 3.852 8.537 -4.166  0.57
H104 2.775 9.494 -5.208  0.20
C44 4.792 12.449 -7.484  -1.37
C45 4.753 10.948 -7.164  -0.37
C46 3.988 10.145 -8.210  -0.39
C47 2.485 10.409 -8.420  -0.94
N6 1.804 9.615 -9.530  0.70
C48 2.484 9.906 -10.849  -0.93
C49 1.412 9.909 -11.972  -0.72
C50 0.086 9.898 -11.213  -0.67
C51 0.423 10.199 -9.743  -0.77
C52 1.748 8.124 -9.205  -1.64
C53 0.851 7.759 -8.016  0.78
C54 1.047 6.329 -7.564  -1.27
H105 5.298 12.927 -6.645  0.41
H106 3.809 12.927 -7.521  0.33
H107 5.261 12.731 -8.425  0.33
H108 4.395 10.739 -6.153  0.09
H109 5.760 10.539 -7.061  0.45
H110 4.143 9.081 -7.999  0.20
H111 4.373 10.224 -9.232  0.51
H112 2.290 11.458 -8.636  0.59
H113 1.946 10.217 -7.491  0.26
H114 3.321 9.225 -11.001  0.45
H115 2.954 10.883 -10.742  0.53
H116 1.520 9.027 -12.596  0.35
H117 1.540 10.816 -12.556  0.36
H118 -0.405 8.925 -11.257  0.28
H119 -0.635 10.612 -11.605  0.49
H120 -0.387 9.919 -9.077  0.39
H121 0.577 11.272 -9.630  0.56
H122 2.788 7.831 -9.050  0.29
H123 1.525 7.646 -10.160  0.67
H124 -0.180 7.977 -8.304  0.24
H125 1.000 8.460 -7.190  -0.11
H126 2.033 5.989 -7.230  0.43
H127 0.947 5.661 -8.426  0.57
H128 0.373 6.075 -6.745  -0.04
N7 -1.952 -1.173 -2.455  -0.08
S1 -0.940 -0.098 -1.913  0.63
O5 -0.162 -0.453 -0.775  -0.53
O6 -1.299 1.276 -2.153  -0.09
F1 0.126 -0.303 -3.143  -0.37
S2 -2.999 -1.169 -1.159  0.72
O7 -3.632 0.088 -0.823  -0.42
O8 -2.668 -2.083 -0.126  -0.60
F2 -4.163 -1.965 -1.933  -0.32
N8 1.019 4.804 -1.972  -0.12
S3 0.225 4.165 -0.852  0.29
O9 0.582 2.824 -0.457  -0.38
O10 -1.156 4.543 -0.760  -0.37
F3 0.965 4.936 0.369  -0.35
S4 0.414 3.998 -3.274  0.54
O11 -0.979 4.191 -3.522  -0.57
O12 0.965 2.737 -3.639  0.09
F4 1.223 4.910 -4.306  -0.33

Calculated values
Orbital gap   0.3419 Eh
Spin multiplicity   1
Charge   +4


Molecular formula: C54H129N15O16SZn
Method: DFT, ωB97M-V with the def2-TZVPD basis set

Each line ends with the Mulliken charge.
Cartesian coordinates (Å):
Zn1 2.082 -1.314 -0.108  0.53
S1 0.724 0.707 -0.755  1.46
O1 1.007 2.087 -0.296  -0.72
O2 0.636 -0.206 0.357  -0.20
O3 -0.522 0.626 -1.512  0.22
O4 1.857 0.062 -1.422  -0.30
C1 -1.410 4.339 -0.402  -0.56
C2 -0.901 5.106 0.867  -0.14
N1 -0.522 6.504 0.565  0.34
C3 -1.536 7.339 -0.070  -0.72
C4 -2.869 7.529 0.741  -0.75
C5 0.189 7.094 1.703  -0.28
C6 1.024 8.421 1.353  -1.42
H1 -0.650 4.537 -1.158  0.27
H2 -2.308 4.740 -0.872  0.50
H3 -1.398 3.270 -0.189  -0.57
H4 -1.501 5.109 1.777  0.85
H5 0.003 4.526 1.047  -0.96
H6 -1.114 8.311 -0.323  0.50
H7 -1.778 6.926 -1.049  0.32
H8 -2.750 7.939 1.743  0.28
H9 -3.476 8.252 0.195  0.46
H10 -3.376 6.565 0.698  -0.08
H11 0.907 6.399 2.137  0.01
H12 -0.531 7.292 2.496  0.60
H13 1.480 8.771 2.279  0.43
H14 0.425 9.247 0.971  0.40
H15 1.796 8.191 0.618  0.25
C7 -0.074 -4.778 6.416  -1.25
C8 -0.966 -3.550 6.637  -0.66
N2 -1.518 -3.171 5.335  0.07
C9 -2.098 -1.782 5.509  -1.56
C10 -2.725 -1.260 4.174  -0.75
C11 -2.517 -4.137 4.819  -0.34
C12 -3.744 -4.344 5.737  -1.59
H16 0.671 -4.649 5.631  0.20
H17 -0.658 -5.626 6.056  0.33
H18 0.396 -5.085 7.350  0.43
H19 -1.791 -3.646 7.344  0.49
H20 -0.290 -2.792 7.033  0.40
H21 -2.774 -1.749 6.364  0.57
H22 -1.359 -1.050 5.834  0.64
H23 -2.006 -1.253 3.354  -0.32
H24 -3.646 -1.795 3.944  0.60
H25 -3.009 -0.212 4.260  0.68
H26 -2.029 -5.098 4.657  0.59
H27 -2.832 -3.815 3.826  0.05
H28 -4.587 -4.829 5.245  0.41
H29 -4.189 -3.351 5.809  0.32
H30 -3.579 -4.720 6.747  0.29
C13 -3.249 -6.717 -3.476  -1.35
C14 -3.751 -6.557 -2.005  -0.68
N3 -2.683 -6.698 -1.045  1.08
C15 -3.105 -6.234 0.253  -1.37
C16 -3.306 -4.702 0.335  -0.23
C17 -2.045 -7.966 -1.015  -0.84
C18 -2.915 -9.223 -0.858  -1.31
H31 -4.001 -6.455 -4.221  0.42
H32 -3.077 -7.770 -3.698  0.33
H33 -2.408 -6.050 -3.663  0.24
H34 -4.166 -5.550 -2.055  0.31
H35 -4.542 -7.304 -1.938  0.53
H36 -2.370 -6.429 1.034  0.49
H37 -3.989 -6.773 0.592  0.24
H38 -4.198 -4.384 -0.204  0.67
H39 -2.438 -4.076 0.127  -0.49
H40 -3.519 -4.460 1.377  0.22
H41 -1.399 -8.016 -1.892  0.42
H42 -1.331 -7.923 -0.192  0.47
H43 -3.563 -9.170 0.017  0.29
H44 -3.600 -9.325 -1.699  0.25
H45 -2.368 -10.154 -0.710  0.41
C19 -2.309 2.607 5.844  -1.74
C20 -1.458 2.109 4.689  0.70
O5 -0.436 1.460 4.936  -0.72
N4 -1.889 2.422 3.436  0.53
C21 -1.252 1.836 2.255  1.94
H46 -3.382 2.518 5.678  0.38
H47 -2.019 3.648 5.989  0.38
H48 -2.131 2.001 6.732  0.40
H49 -2.727 2.980 3.358  0.22
H50 -0.867 0.825 2.389  -0.66
H51 -0.305 2.330 2.040  -0.53
H52 -1.946 1.865 1.415  -0.77
C22 5.978 0.064 -6.235  -1.10
C23 4.608 0.574 -6.456  0.80
O6 3.853 -0.059 -7.137  -0.75
N5 4.249 1.751 -5.880  0.01
C24 2.948 2.399 -6.033  -1.02
H53 5.946 -0.776 -5.540  0.08
H54 6.565 0.823 -5.718  0.35
H55 6.522 -0.263 -7.121  0.39
H56 4.908 2.345 -5.396  0.27
H57 2.905 3.392 -5.586  0.42
H58 2.207 1.778 -5.530  0.10
H59 2.682 2.564 -7.077  0.43
C25 0.021 3.339 -3.472  0.32
C26 -0.600 2.421 -4.526  0.51
O7 -0.552 2.743 -5.707  -0.80
N6 -1.174 1.337 -4.092  1.14
C27 -1.853 0.381 -4.861  -1.01
H60 1.012 3.642 -3.811  0.09
H61 -0.086 2.900 -2.480  -0.66
H62 -0.711 4.146 -3.494  0.42
H63 -1.100 1.126 -3.107  -0.96
H64 -1.171 -0.156 -5.520  0.26
H65 -2.530 0.875 -5.559  0.44
H66 -2.457 -0.299 -4.261  0.19
C28 -3.100 -0.908 0.348  0.98
C29 -3.909 0.045 -0.545  0.66
O8 -5.113 -0.147 -0.593  -0.79
N7 -3.230 0.939 -1.176  0.86
C30 -3.767 1.971 -2.075  -0.97
H67 -2.021 -0.828 0.224  -0.56
H68 -3.316 -1.947 0.098  -0.39
H69 -3.375 -0.699 1.382  0.15
H70 -2.225 0.834 -1.200  -0.73
H71 -3.540 1.483 -3.022  0.54
H72 -3.257 2.924 -1.934  -0.06
H73 -4.852 2.040 -1.996  0.35
C31 0.167 -4.397 2.013  -0.82
C32 0.908 -3.138 2.270  0.34
O9 1.690 -2.692 1.464  -0.53
N8 0.573 -2.497 3.410  0.82
C33 1.236 -1.312 3.960  -0.44
H74 -0.854 -4.212 1.680  -0.26
H75 0.180 -5.051 2.885  0.61
H76 0.657 -4.864 1.159  0.40
H77 -0.207 -2.796 3.978  -0.20
H78 0.907 -1.194 4.992  0.24
H79 0.962 -0.408 3.416  -0.24
H80 2.307 -1.509 3.993  0.30
C34 4.291 -4.119 -2.374  -1.58
C35 4.340 -2.639 -1.893  0.27
O10 3.554 -2.350 -0.993  0.13
N9 5.250 -1.835 -2.393  0.04
C36 5.462 -0.390 -2.108  -0.02
H81 3.836 -4.175 -3.363  0.32
H82 3.688 -4.721 -1.693  0.24
H83 5.236 -4.655 -2.286  0.49
H84 5.907 -2.224 -3.055  0.29
H85 6.371 -0.249 -1.522  0.43
H86 4.597 0.106 -1.669  -0.52
H87 5.536 0.126 -3.065  0.10
C37 2.870 5.406 -0.052  -0.13
C38 3.402 4.787 -1.346  0.55
O11 4.193 5.424 -2.075  -0.79
N10 2.972 3.575 -1.653  1.57
C39 3.604 2.802 -2.723  -1.31
H88 3.311 6.367 0.212  0.42
H89 3.165 4.734 0.753  -0.29
H90 1.782 5.455 0.001  -0.11
H91 2.269 3.108 -1.097  -0.98
H92 2.956 1.948 -2.923  -0.09
H93 4.615 2.507 -2.443  0.45
H94 3.627 3.426 -3.617  0.65
C40 5.281 -1.387 2.373  -1.55
C41 4.663 -0.304 1.448  0.02
O12 3.510 -0.374 1.126  0.06
N11 5.478 0.688 1.108  0.25
C42 4.953 1.905 0.462  -1.04
H95 4.568 -2.095 2.794  0.16
H96 5.590 -0.794 3.234  0.47
H97 6.184 -1.911 2.060  0.36
H98 6.472 0.586 1.251  0.26
H99 3.947 1.794 0.057  -0.09
H100 5.509 2.053 -0.463  0.49
H101 5.164 2.840 0.980  0.41
C43 -0.026 -4.562 -2.171  -0.59
C44 -0.094 -3.057 -1.711  0.18
O13 0.847 -2.622 -1.123  0.32
N12 -1.224 -2.332 -1.856  1.49
C45 -2.323 -2.763 -2.678  -0.96
H102 0.875 -4.807 -2.734  0.37
H103 -0.884 -4.843 -2.781  -0.31
H104 -0.162 -5.212 -1.307  0.11
H105 -1.167 -1.428 -1.409  -1.16
H106 -2.818 -3.610 -2.204  -0.27
H107 -2.016 -3.078 -3.675  0.44
H108 -3.096 -2.004 -2.801  0.20
C46 -4.887 3.659 0.930  -0.23
C47 -4.864 4.355 2.255  0.20
O14 -3.842 4.189 2.937  -0.70
N13 -5.871 5.170 2.628  -0.19
C48 -6.970 5.637 1.769  -0.87
H109 -4.164 2.844 0.927  -0.67
H110 -4.802 4.316 0.063  0.35
H111 -5.908 3.285 0.856  0.65
H112 -5.728 5.697 3.477  0.32
H113 -6.543 6.156 0.911  0.28
H114 -7.468 6.328 2.449  0.34
H115 -7.684 4.869 1.470  0.27
C49 4.711 1.939 4.364  -1.15
C50 3.242 1.650 4.680  1.10
O15 2.916 0.933 5.609  -0.73
N14 2.249 2.131 3.955  0.53
C51 2.291 3.120 2.905  -1.48
H116 5.150 0.953 4.519  0.24
H117 5.032 2.659 5.116  0.41
H118 4.879 2.319 3.357  0.13
H119 1.348 1.745 4.197  -0.43
H120 2.298 2.707 1.896  0.25
H121 3.190 3.719 3.056  0.66
H122 1.473 3.823 3.065  0.43
C52 2.280 -3.340 -7.530  -1.22
C53 1.831 -3.060 -6.151  0.69
O16 1.348 -3.927 -5.426  -0.61
N15 2.016 -1.796 -5.683  0.17
C54 1.590 -1.320 -4.377  1.03
H123 3.019 -4.134 -7.633  0.32
H124 2.761 -2.502 -8.036  0.28
H125 1.481 -3.639 -8.208  0.30
H126 2.577 -1.165 -6.238  0.27
H127 0.602 -1.666 -4.074  -0.23
H128 1.632 -0.232 -4.441  -0.83
H129 2.344 -1.547 -3.623  -0.31

Calculated values
Orbital gap   0.2834 Eh
Spin multiplicity   1
Energy above the lowest of the compared OMol25 structures with the same formula, charge and spin   0.0 kJ/mol
Charge   0


The highest occupied orbital energy results, record by record, are as follows: -15.8; -7.8 eV.